Entry 1:
Here is 2 unconnected molecules or ions with the total composition C2H4INO from the OMol25 dataset. Energies are from ωB97M-V with the def2-TZVPD basis set.

Geometry as XYZ:
```
9
Properties=species:S:1:pos:R:3:forces:R:3:lowdin_charge:R:1
I -2.631 0.183 0.370 0.408 -0.101 -0.189 0.713
O 1.265 1.865 -0.419 -0.801 -3.387 0.291 -0.219
N -0.265 -1.172 -0.991 1.571 -1.144 -1.822 0.125
C 0.277 -0.088 1.002 5.035 1.400 -0.046 0.051
C -0.564 -0.495 -0.021 -3.677 1.138 0.362 -0.896
H 1.290 -0.576 1.019 -1.115 0.370 -0.126 0.110
H -0.904 -1.331 -1.759 -0.377 -0.028 0.347 0.074
H 0.104 0.494 1.881 -0.815 0.323 0.039 0.059
H 1.428 1.119 -1.082 -0.229 1.429 1.144 -0.018
```
Forces are in eV/Å.

The energy relative to the best compared isomer or geometry (same formula, charge and spin) comes out at 4.630 eV. The calculation puts the LUMO energy (spin up / spin down) at -2.98 / -2.98 eV.

***

Entry 2:
Here is a molecular structure, C2HFGaO2 from the OMol25 dataset. Energies are from ωB97M-V with the def2-TZVPD basis set.

Geometry as XYZ:
```
7
Properties=species:S:1:pos:R:3:forces:R:3:lowdin_charge:R:1
Ga 3.132 0.554 0.068 3.830 1.205 0.331 1.502
F -0.647 -1.217 0.185 3.599 0.607 -1.061 0.001
O 1.502 -2.278 0.045 -1.181 3.621 -1.102 0.350
O 0.337 0.989 0.010 2.505 -3.853 -0.466 0.208
C 1.321 0.121 -0.212 -7.230 4.207 0.565 -0.152
C 0.928 -1.247 -0.138 -3.383 -6.268 2.376 -0.205
H -0.622 0.381 0.198 1.860 0.479 -0.643 0.296
```
Forces are in eV/Å.

As for the multiplicity: 2. The energy relative to the best compared isomer or geometry (same formula, charge and spin) comes out at 0.000 eV. The net charge is +2. As for the expectation value of S²: 0.756. The calculation puts the LUMO energy (spin up / spin down) at -14.77 / -15.13 eV.

***

Entry 3:
Here is 11 unconnected molecules or ions with the total composition C32H56Cl20NO7 from the OMol25 dataset. Energies are from ωB97M-V with the def2-TZVPD basis set.

Geometry as XYZ:
```
116
Properties=species:S:1:pos:R:3:forces:R:3:lowdin_charge:R:1
Cl 1.875 -0.458 9.079 -0.053 0.046 0.013 0.542
Cl -1.243 -1.012 7.804 0.444 -0.537 -0.073 0.654
Cl -1.140 3.260 6.719 -0.119 0.236 0.311 0.624
Cl 8.153 3.229 0.626 0.047 -0.080 -0.078 0.514
Cl 3.048 4.658 3.403 0.183 -0.309 -0.053 0.532
Cl -2.225 -0.281 -4.266 0.161 0.061 0.032 0.527
Cl 6.197 5.399 2.310 -0.176 0.096 0.141 0.530
Cl -1.299 6.996 0.849 -0.004 -0.129 -0.017 0.550
Cl -7.376 -0.609 -10.340 0.011 0.035 0.029 0.542
Cl -6.978 -0.155 -6.977 -0.007 0.055 0.061 0.535
Cl 7.007 -6.858 -4.706 0.053 0.025 0.043 0.524
Cl 7.970 6.331 -0.790 -0.023 -0.003 0.053 0.529
Cl 7.432 -10.161 -5.470 0.015 -0.009 0.045 0.538
Cl 6.016 -5.183 -8.136 -0.035 0.051 -0.047 0.581
Cl 0.507 6.165 3.625 -0.412 0.010 0.073 0.540
Cl -0.138 -4.930 -5.842 -0.082 0.073 0.017 0.542
Cl 3.005 -6.432 -7.106 -0.067 -0.016 -0.044 0.560
Cl -3.338 -2.695 -6.411 0.048 0.047 -0.016 0.546
Cl -4.159 2.316 8.006 -0.013 0.067 -0.052 0.547
Cl -3.150 -5.883 -4.544 0.000 -0.039 -0.024 0.561
O -6.434 2.630 1.182 0.019 -0.501 0.676 -0.117
O 1.407 0.567 5.170 -1.505 2.677 -3.985 0.092
O -5.266 0.010 3.460 1.022 0.187 -1.338 -0.128
O -1.388 -1.630 -0.272 -0.905 3.411 0.140 0.061
O -3.433 -0.497 -0.639 5.091 -0.130 2.038 0.090
O 1.929 1.248 3.010 -0.938 0.718 1.676 0.019
O -2.872 -0.262 3.651 0.109 0.833 -1.208 -0.106
N -0.342 3.323 1.702 -1.722 -3.679 -1.506 0.115
C -1.468 2.683 8.374 -0.019 -0.219 0.569 -0.612
C -3.877 -2.417 -4.736 -0.042 0.088 0.185 -0.667
C 0.248 -1.909 7.419 0.265 -0.320 -0.120 -0.627
C 4.579 3.925 3.956 0.483 -0.325 0.208 -0.628
C -0.246 2.166 4.073 1.169 0.017 -1.880 -0.067
C 9.065 5.003 -1.252 0.140 -0.159 -0.118 -0.658
C -2.561 1.635 8.406 -0.046 0.044 -0.070 -0.721
C 1.101 1.257 4.177 0.925 -1.564 2.458 -0.375
C -3.963 0.178 2.814 -1.229 0.033 -0.681 -0.208
C -1.617 0.840 0.416 1.765 2.635 2.203 0.033
C 8.415 3.644 -1.087 0.103 -0.024 -0.247 -0.658
C -1.292 0.851 1.967 0.597 2.866 -3.451 0.019
C -6.569 2.008 2.495 -1.087 -0.469 0.211 -0.205
C -1.649 -0.425 2.868 0.470 0.153 0.933 -0.117
C 5.720 4.922 3.958 0.002 0.062 0.024 -0.646
C -6.272 0.422 2.486 -0.944 0.459 -0.860 -0.171
C -0.456 -5.527 -4.194 0.057 -0.110 0.168 -0.651
C -3.876 -0.946 -4.373 -0.458 -0.114 0.054 -0.650
C -0.627 2.161 2.499 -1.330 -1.649 -0.335 -0.042
C 5.913 -9.232 -5.530 -0.170 0.118 -0.047 -0.665
C 3.490 -4.719 -7.175 0.022 0.311 -0.048 -0.647
C -1.289 2.113 -0.425 0.987 0.041 3.812 0.091
C -6.707 -1.657 -7.898 0.075 -0.315 -0.119 -0.666
C -0.635 3.349 0.290 -1.165 -3.154 0.137 0.040
C -6.166 -1.386 -9.288 0.133 -0.107 0.082 -0.668
C -0.972 8.029 2.265 0.048 0.195 0.268 -0.639
C -1.551 -6.574 -4.167 0.197 -0.113 0.116 -0.647
C 0.400 7.770 2.855 -0.107 0.458 -0.294 -0.610
C 4.413 -4.432 -8.343 -0.159 0.095 -0.034 -0.645
C -2.255 -0.484 -0.207 -2.381 -0.334 -1.841 -0.377
C 1.168 -2.027 8.618 -0.068 -0.198 -0.047 -0.650
C 6.138 -7.793 -5.950 -0.186 -0.190 -0.124 -0.715
H -3.970 -0.495 1.882 0.033 1.120 1.045 0.135
H 2.001 -2.692 8.382 -0.096 0.093 -0.063 0.076
H 5.463 5.826 4.512 -0.045 -0.125 -0.088 0.073
H -1.039 9.064 1.924 0.098 -0.124 -0.004 0.082
H -1.494 2.115 -1.547 0.341 0.189 1.836 0.124
H -7.258 2.530 0.659 0.697 -0.045 0.773 0.095
H 3.992 -4.787 -9.285 0.052 -0.046 0.172 0.072
H -0.703 -4.670 -3.565 -0.061 -0.088 -0.135 0.064
H 5.266 -9.731 -6.254 0.092 0.117 0.006 0.073
H 7.453 3.593 -1.599 0.099 0.093 0.134 0.068
H 5.179 -7.297 -6.104 0.184 -0.165 0.064 -0.021
H -3.911 1.307 2.546 0.422 -1.757 0.267 0.156
H -1.721 3.548 8.990 -0.047 -0.066 -0.198 0.074
H -5.951 0.146 1.417 -0.333 0.334 1.453 0.127
H -4.891 -2.816 -4.660 0.062 0.127 0.012 0.077
H 2.573 -4.135 -7.275 0.079 -0.090 -0.050 0.054
H -1.355 -7.380 -4.875 -0.035 0.194 0.012 0.073
H 0.087 4.127 2.208 -0.399 -0.337 -0.689 0.069
H -7.286 -0.101 2.667 2.005 0.481 0.164 0.141
H 4.405 3.556 4.969 -0.020 0.118 -0.076 0.082
H -1.624 -7.009 -3.168 0.036 0.111 -0.069 0.073
H -0.812 -0.573 3.654 -1.399 0.305 -1.286 0.145
H 4.578 -3.356 -8.429 -0.038 -0.100 0.098 0.074
H -0.468 -1.254 -0.253 -0.947 -0.676 0.118 0.134
H -0.536 2.258 8.751 -0.096 -0.049 -0.134 0.070
H 5.438 -9.295 -4.549 0.149 0.050 -0.083 0.068
H -4.336 -0.806 -3.392 0.099 -0.094 -0.060 0.065
H -5.283 -0.745 -9.258 -0.171 -0.025 0.052 0.069
H -7.672 2.173 2.806 1.909 -0.267 -0.052 0.131
H 2.374 2.123 2.910 -0.486 -0.501 0.088 0.064
H 6.600 4.475 4.425 -0.156 -0.059 -0.044 0.081
H -1.763 7.860 2.997 0.122 -0.077 -0.121 0.076
H 1.183 7.835 2.097 -0.116 -0.125 0.081 0.080
H -5.987 -2.248 -7.330 0.024 0.091 -0.128 0.022
H -3.233 -2.997 -4.073 -0.031 0.097 -0.148 0.035
H -5.888 -2.327 -9.767 -0.080 0.047 0.117 0.075
H 9.974 5.090 -0.655 -0.187 -0.022 0.009 0.072
H 9.063 2.870 -1.503 0.005 0.133 0.052 0.073
H -1.089 1.791 4.741 1.280 0.350 -1.140 0.084
H -2.640 1.212 9.409 0.085 0.112 -0.068 0.077
H 0.479 -5.959 -3.829 -0.120 -0.045 -0.065 0.074
H -5.865 2.482 3.265 -1.006 -0.364 -1.345 0.131
H -2.353 0.821 7.707 -0.307 0.733 0.137 -0.061
H -0.058 -2.903 7.087 0.020 0.066 0.143 0.077
H 0.645 -2.432 9.487 0.019 0.137 -0.118 0.072
H 0.615 8.507 3.631 -0.096 -0.150 -0.014 0.085
H 0.739 -1.407 6.584 -0.067 0.080 0.200 0.044
H 4.796 3.068 3.315 0.035 0.191 -0.007 0.072
H -0.358 4.290 -0.289 -0.459 -1.452 1.045 0.121
H 6.706 -7.730 -6.879 -0.011 -0.067 0.196 0.047
H -4.434 -0.351 -5.098 0.162 -0.091 0.008 0.047
H 9.329 5.162 -2.300 -0.090 -0.065 0.091 0.074
H -7.648 -2.208 -7.933 0.061 0.191 -0.054 0.072
H -1.696 -1.403 2.265 0.003 1.710 0.478 0.146
H 0.064 3.223 4.397 -0.490 -1.487 -0.492 0.073
H 3.955 -4.460 -6.222 0.026 -0.117 -0.141 0.075
```
Forces are in eV/Å.

The net charge is +1. The calculation puts the LUMO energy at -4.73 eV.

***

Entry 4:
Here is 2 unconnected molecules or ions with the total composition C12H19NO2 from the OMol25 dataset. Energies are from ωB97M-V with the def2-TZVPD basis set.

Geometry as XYZ:
```
34
Properties=species:S:1:pos:R:3:forces:R:3:lowdin_charge:R:1
O 0.445 2.601 -1.008 -0.580 -0.593 0.405 0.030
O -2.341 0.385 -0.798 -0.683 0.427 -0.495 0.051
N -1.236 -0.219 1.004 0.378 -1.751 0.739 -0.124
C 2.917 0.094 0.032 -1.732 -0.278 -0.363 -0.046
C 0.816 0.304 -1.781 -1.279 -0.937 0.460 -0.018
C 2.155 1.238 -0.095 -0.340 1.063 0.981 -0.022
C -0.515 -1.393 1.538 -0.163 1.792 0.925 -0.047
C 2.475 -1.051 -0.653 1.676 0.241 1.321 -0.301
C -2.833 -1.809 -0.414 0.221 -1.650 2.423 0.005
C -2.230 2.021 1.504 -0.508 0.695 0.090 -0.089
C -2.136 -0.530 -0.026 0.734 1.730 -1.371 -0.482
C -1.756 0.665 2.051 -0.636 1.627 -0.776 -0.205
C 1.465 -0.925 -1.590 0.861 0.683 -0.784 -0.064
C 3.136 -2.353 -0.224 -1.132 0.330 -0.416 -0.049
C 1.004 1.346 -0.883 2.262 -0.225 -1.059 -0.326
H 2.471 -2.787 0.527 -0.116 -0.424 -0.265 0.071
H 2.380 2.112 0.514 0.164 -0.066 -0.164 0.117
H 3.215 -2.993 -1.100 0.301 -0.445 0.282 0.075
H 0.010 0.291 -2.508 0.151 0.494 -0.115 0.117
H -2.621 2.716 2.258 0.038 -0.619 0.521 0.077
H -0.986 1.062 2.713 0.363 -1.302 0.327 0.119
H 4.059 -2.223 0.333 0.338 0.195 -0.492 0.072
H -1.394 2.611 1.119 0.007 -0.394 -0.396 0.065
H 3.721 0.055 0.747 0.229 -0.043 -0.003 0.106
H -3.886 -1.552 -0.453 0.004 0.074 -1.071 0.088
H -2.864 -2.609 0.348 0.440 0.409 0.260 0.072
H 0.176 -0.986 2.283 0.053 -0.108 -0.066 0.089
H -0.464 2.505 -0.697 -0.274 0.160 -0.265 0.075
H 1.423 -1.655 -2.395 -0.615 -0.328 0.415 0.113
H -2.354 -2.341 -1.232 -0.387 0.652 -0.594 0.090
H -2.585 0.160 2.558 0.216 0.136 0.509 0.121
H 0.114 -1.789 0.754 -0.307 -0.737 -0.133 0.071
H -3.036 1.954 0.788 0.090 -0.066 -0.446 0.061
H -1.207 -2.020 2.103 0.225 -0.744 -0.383 0.086
```
Forces are in eV/Å.

The energy relative to the best compared isomer or geometry (same formula, charge and spin) comes out at 1.574 eV. The calculation puts the LUMO energy at 0.74 eV.

***

Entry 5:
Here is a molecular structure, C16H42MgN3O9S6 from the OMol25 dataset. Energies are from ωB97M-V with the def2-TZVPD basis set.

Geometry as XYZ:
```
77
Properties=species:S:1:pos:R:3:forces:R:3:lowdin_charge:R:1
S -17.163 -22.164 12.098 -0.123 0.340 -0.416 0.911
S -14.609 -30.533 16.137 0.518 -0.349 -0.445 0.813
S -18.342 -22.210 15.910 -0.163 -0.354 0.227 0.931
S -21.404 -25.614 15.640 -0.355 -0.351 -0.447 0.962
S -16.063 -25.948 10.907 0.046 -0.181 -0.788 0.805
S -20.439 -26.353 11.044 1.173 -0.223 0.391 0.973
Mg -19.431 -24.286 13.415 1.032 0.123 0.139 0.445
O -18.980 -23.189 14.954 0.168 1.105 1.196 -0.583
O -18.139 -23.256 12.460 0.752 1.309 -0.960 -0.565
O -14.563 -31.390 14.907 -0.186 0.419 0.253 -0.570
O -18.090 -25.538 13.995 0.995 -1.198 0.413 -0.112
O -17.094 -27.459 14.033 -0.162 0.681 0.153 -0.004
O -16.603 -25.961 15.526 -0.618 -0.051 -0.653 -0.009
O -19.961 -25.145 11.828 -0.593 -0.480 -1.581 -0.578
O -15.992 -25.664 9.418 -0.107 -0.211 1.112 -0.549
O -20.837 -25.042 14.352 -1.699 -1.053 1.235 -0.566
N -18.849 -32.076 13.175 -0.082 -0.040 -0.065 0.123
N -14.576 -28.027 19.313 -0.208 -0.005 -0.042 0.144
N -17.252 -26.329 14.521 0.361 -0.293 0.311 -0.515
C -16.546 -22.511 15.937 -0.742 -0.520 0.065 -0.201
C -13.040 -30.820 16.994 0.366 0.780 0.643 -0.267
C -18.688 -22.877 17.556 0.697 0.951 -0.021 -0.216
C -16.841 -30.536 12.546 0.578 -1.026 0.370 -0.074
C -22.848 -26.585 15.130 0.145 0.051 0.068 -0.220
C -17.960 -31.420 12.868 -0.136 0.458 -0.076 -0.277
C -17.938 -20.567 12.468 0.300 0.029 1.595 -0.222
C -17.223 -22.105 10.294 -0.518 -0.305 0.087 -0.204
C -16.962 -27.132 18.722 0.892 -0.649 -0.688 -0.062
C -19.594 -26.284 9.443 -0.100 0.584 -0.102 -0.220
C -20.338 -27.005 16.083 0.585 0.843 -0.663 -0.206
C -15.636 -27.650 19.081 0.170 0.145 0.003 -0.272
C -19.474 -27.754 11.723 -0.661 0.134 -1.299 -0.210
C -14.764 -24.975 11.688 -0.030 -0.253 1.002 -0.242
C -14.245 -28.837 15.595 1.008 0.005 -0.055 -0.260
C -15.256 -27.556 11.173 1.148 0.487 -0.821 -0.237
H -22.633 -27.329 14.363 0.434 0.112 0.036 0.068
H -16.735 -21.235 9.860 0.308 -0.030 0.268 0.071
H -14.882 -23.935 11.401 0.103 -0.024 -0.250 0.030
H -23.198 -27.103 16.023 -0.150 0.130 0.024 0.064
H -19.799 -27.205 8.899 -0.006 -0.055 0.076 0.068
H -18.156 -22.213 18.246 0.103 -0.116 -0.019 0.066
H -19.724 -27.893 12.766 0.170 0.061 0.113 0.044
H -19.022 -20.639 12.411 0.033 0.213 -0.811 0.075
H -14.288 -27.399 10.683 0.083 -0.079 0.180 0.057
H -17.264 -27.709 17.844 -0.316 -0.124 0.208 0.074
H -19.367 -26.548 16.292 -0.050 -0.039 0.178 0.041
H -19.737 -22.760 17.808 -0.134 -0.412 -0.305 0.062
H -18.269 -22.097 9.980 -0.048 -0.001 0.193 0.074
H -12.951 -30.111 17.825 -0.340 -0.018 0.018 0.041
H -12.169 -30.614 16.371 -0.271 -0.232 -0.426 0.057
H -14.405 -28.115 16.394 -0.346 -0.064 -0.011 0.031
H -12.971 -31.817 17.422 -0.321 -0.132 -0.265 0.052
H -16.825 -26.127 18.327 -0.276 0.224 0.484 0.062
H -14.912 -25.032 12.773 -0.229 -0.003 -0.055 0.057
H -18.252 -23.871 17.613 -0.380 -0.184 0.020 0.051
H -23.607 -25.915 14.734 0.006 0.145 0.231 0.062
H -20.205 -27.589 15.174 -0.166 -0.349 0.194 0.061
H -15.084 -27.791 12.220 -0.365 0.019 0.082 0.045
H -19.999 -25.443 8.877 -0.328 -0.121 0.106 0.062
H -20.698 -27.545 16.952 -0.209 -0.083 -0.088 0.073
H -18.524 -26.078 9.508 0.023 -0.319 0.406 0.029
H -16.784 -23.046 9.961 0.156 0.100 -0.124 0.036
H -15.992 -31.188 12.325 0.035 0.107 -0.095 0.091
H -17.766 -20.316 13.527 0.082 -0.663 0.020 0.040
H -16.092 -21.778 16.600 0.030 0.163 -0.157 0.067
H -17.013 -29.893 11.691 -0.279 0.133 0.122 0.051
H -13.759 -25.363 11.528 -0.060 0.119 -0.552 0.064
H -17.636 -27.271 19.560 -0.219 0.351 -0.088 0.083
H -16.550 -30.018 13.458 -0.127 0.361 -0.176 0.053
H -15.684 -28.368 10.591 -0.643 0.146 0.255 0.051
H -13.186 -28.772 15.327 -0.007 -0.191 0.027 0.053
H -16.371 -23.521 16.309 0.026 -0.040 -0.154 0.045
H -18.421 -27.600 11.506 0.084 0.271 0.482 0.028
H -16.207 -22.443 14.907 0.155 0.174 0.037 0.039
H -19.800 -28.607 11.120 -0.106 -0.110 0.272 0.067
H -17.404 -19.724 12.027 -0.416 -0.250 -0.873 0.071
H -14.794 -28.604 14.687 -0.491 -0.090 0.279 0.015
```
Forces are in eV/Å.

The net charge is +1. The calculation puts the LUMO energy at -2.19 eV.

***

Entry 6:
Here is a gas-phase ion, C5H8N (charge +1) from the OMol25 dataset. Energies are from ωB97M-V with the def2-TZVPD basis set.

Geometry as XYZ:
```
14
Properties=species:S:1:pos:R:3:forces:R:3:lowdin_charge:R:1
N 0.121 -0.315 0.140 -4.532 -0.483 -0.482 0.031
C 1.427 -0.039 0.011 3.889 0.760 -0.459 -0.275
C -1.051 0.296 0.275 2.350 1.853 2.241 0.029
C -2.533 0.189 0.036 0.599 2.716 -0.014 -0.006
C 2.439 0.843 0.070 0.258 -3.024 -1.299 0.168
C 1.034 -1.409 -0.320 0.768 -1.234 3.295 0.072
H -3.225 0.399 0.933 1.588 -0.277 -1.052 0.137
H 0.936 -1.859 -1.252 -0.297 0.019 -1.924 0.103
H -0.751 1.274 0.795 -0.890 -0.974 -1.025 0.174
H 3.491 0.494 -0.234 -1.917 0.592 0.576 0.129
H 1.350 -2.219 0.450 -1.132 1.563 -0.924 0.172
H -2.843 -0.677 -0.462 -0.478 -1.197 -0.856 0.056
H 2.249 1.849 0.206 -0.117 1.889 0.715 0.048
H -2.641 1.174 -0.646 -0.090 -2.202 1.208 0.163
```
Forces are in eV/Å.

The energy relative to the best compared isomer or geometry (same formula, charge and spin) comes out at 4.286 eV. The net charge is +1. The calculation puts the LUMO energy at -5.40 eV.